Record 1
DFT (ωB97M-V/def2-TZVPD) results for a 2-piece molecular cluster, C4H14N3O overall at a distorted geometry.

```
22
C4H14N3O (ωB97M-V/def2-TZVPD)
C -0.8767 0.1032 1.3918
C -0.7948 -0.9890 0.2869
C 0.1402 -0.8157 -1.0090
N -2.0376 0.8570 -3.3118
C -1.5409 0.0647 -2.4542
N -0.3649 0.5282 -1.5878
N 0.4060 0.0587 2.2191
H -1.8021 -0.0138 2.0178
H -0.7528 1.1163 0.8901
H -0.4738 -1.9446 0.8997
H -1.8136 -0.9439 -0.1533
H 1.1875 -0.6066 -0.6564
H 0.1029 -1.8399 -1.5662
H -1.8813 1.7828 -3.4694
H -2.1003 -1.0257 -2.4635
H 0.3264 0.9465 -2.1195
H 1.1956 0.7209 2.0449
H 0.0214 0.1405 3.1989
H 0.8629 -0.8614 2.1108
H 3.5580 0.9673 0.4940
H 3.6160 0.9609 1.9944
O 3.0220 0.7933 1.2427
```

Total charge: +1
Total energy, Eh: -399.9790
LUMO energy, eV: -3.33
E_HOMO, eV: -12.24
Energy above the lowest of the compared OMol25 structures with the same formula, charge and spin, kJ/mol: 403.21



Record 2
DFT (ωB97M-V/def2-TZVPD) results for a 3-piece molecular cluster, C4H14NO3 overall at a distorted geometry.

```
22
C4H14NO3 (ωB97M-V/def2-TZVPD)
O -1.6930 -2.1894 -0.9395
C -2.0571 -1.0752 -0.6650
C -1.1132 0.0716 -0.3269
N 0.2995 -0.2830 -0.5980
C 0.5203 -0.7047 -2.0166
C -1.3948 0.4916 1.1028
H -3.1332 -0.8391 -0.6217
H -1.4002 0.8082 -1.0699
H 0.9412 0.4839 -0.3636
H 0.5804 -0.9956 0.0681
H 0.6346 -1.7634 -2.0666
H 1.3176 -0.1515 -2.4942
H -0.4193 -0.6770 -2.5650
H -0.6387 0.2247 1.8366
H -2.4106 0.2537 1.3879
H -1.2681 1.5580 1.2303
H 2.0082 -0.7621 2.5496
H 2.6377 -0.8948 1.2009
O 1.8791 -0.4782 1.6331
H 2.1492 1.9198 1.3287
H 1.1970 2.9655 0.5936
O 1.3635 2.0371 0.7954
```

Total charge: +1
Total energy, Eh: -441.0251
LUMO energy, eV: -3.04
E_HOMO, eV: -14.09
Energy above the lowest of the compared OMol25 structures with the same formula, charge and spin, kJ/mol: 87.30



Record 3
DFT (ωB97M-V/def2-TZVPD) results for a 4-piece molecular cluster, C33H67ClN2O12 overall.

```
115
C33H67ClN2O12 (ωB97M-V/def2-TZVPD)
C -2.4153 1.4087 6.6641
C -3.8574 1.1338 6.2429
C -4.0347 0.0465 5.1697
C -5.4837 -0.4851 5.1966
C -3.5418 0.4603 3.7328
C -2.0764 0.3565 3.7351
N -0.9330 0.2756 3.7365
C -4.0197 -0.6333 2.7419
O -3.1542 -0.7233 1.6337
C -2.9703 -2.0456 1.1943
O -2.5028 -1.9924 -0.1143
C -1.3257 -2.7626 -0.3188
C -0.9505 -2.7581 -1.8202
O -2.0807 -2.4442 -2.6186
C -3.9260 1.9160 3.3450
C -5.3742 2.0502 3.1405
N -6.4967 1.9865 2.9177
C -3.1981 2.5397 2.1244
Cl -3.8964 2.0200 0.5631
C -3.3089 4.0728 2.1702
C -2.1656 4.7805 1.4097
H -1.8984 0.4943 6.9516
H -1.8502 1.8963 5.8698
H -2.3987 2.0871 7.5183
H -4.3948 0.7797 7.1249
H -4.3526 2.0686 5.9725
H -3.3886 -0.7829 5.4681
H -5.5021 -1.5383 4.9181
H -6.1490 0.0302 4.5086
H -5.9096 -0.3770 6.1907
H -5.0575 -0.4714 2.4425
H -3.9815 -1.5769 3.2972
H -3.9296 -2.5842 1.2071
H -2.2624 -2.5712 1.8522
H -0.5162 -2.3227 0.2709
H -1.5060 -3.7934 -0.0010
H -0.1461 -2.0395 -1.9788
H -0.6274 -3.7725 -2.0644
H -1.8345 -1.7645 -3.2514
H -3.6876 2.5772 4.1778
H -2.1416 2.2845 2.1405
H -3.3268 4.4279 3.2040
H -4.2624 4.3594 1.7270
H -1.2729 4.1585 1.4470
H -2.4737 4.9297 0.3774
H -1.9828 5.7495 1.8673
C -1.1120 -10.0802 -3.0394
O 0.0386 -9.3098 -3.3011
C -0.2420 -7.9458 -3.5585
C 0.8828 -7.0471 -3.0940
O 0.9701 -6.8777 -1.6864
C 1.3856 -7.9910 -0.9104
C 2.8560 -8.3243 -1.0347
O 3.1560 -8.9302 -2.2798
C 4.4249 -8.5765 -2.7833
H -1.7067 -10.2315 -3.9474
H -0.7797 -11.0489 -2.6700
H -1.7392 -9.6111 -2.2728
H -1.1712 -7.6423 -3.0624
H -0.3639 -7.8149 -4.6424
H 0.6713 -6.0484 -3.4852
H 1.8407 -7.3619 -3.5133
H 0.7612 -8.8662 -1.0951
H 1.2192 -7.6848 0.1254
H 3.1225 -9.0232 -0.2302
H 3.4413 -7.4066 -0.9042
H 4.5650 -7.4887 -2.7835
H 4.4810 -8.9351 -3.8100
H 5.2294 -9.0405 -2.2015
C 9.0886 -2.7824 -1.3594
O 7.7820 -2.5905 -1.8509
C 7.6373 -1.4158 -2.6292
C 6.5925 -1.5920 -3.7074
O 6.9971 -2.4002 -4.7994
C 7.1091 -3.7984 -4.5982
C 5.7886 -4.5259 -4.4842
O 5.1649 -4.2797 -3.2357
C 3.7579 -4.2297 -3.3090
H 9.3271 -2.0635 -0.5673
H 9.1390 -3.7893 -0.9484
H 9.8317 -2.6952 -2.1601
H 8.5910 -1.1422 -3.0953
H 7.3222 -0.5944 -1.9712
H 6.4159 -0.6061 -4.1441
H 5.6469 -1.9354 -3.2826
H 7.7591 -4.0329 -3.7528
H 7.5996 -4.1699 -5.5013
H 5.9778 -5.6046 -4.5757
H 5.1362 -4.2178 -5.3092
H 3.4232 -3.5510 -4.1017
H 3.3900 -3.8547 -2.3551
H 3.3363 -5.2276 -3.4788
C -1.0774 10.9611 -2.5459
O -1.9023 10.9119 -1.4045
C -2.6013 9.6883 -1.2647
C -2.8258 9.3402 0.1895
O -1.6730 8.8840 0.8788
C -0.6463 9.8176 1.1712
C -0.9881 10.8173 2.2531
O -1.8991 11.7977 1.7892
C -2.8077 12.2353 2.7733
H -1.6703 11.0366 -3.4645
H -0.4496 11.8461 -2.4577
H -0.4299 10.0790 -2.6072
H -2.0512 8.8722 -1.7476
H -3.5808 9.7852 -1.7528
H -3.5128 8.4905 0.2108
H -3.3101 10.1628 0.7195
H -0.2922 10.3209 0.2696
H 0.1790 9.2094 1.5497
H -0.0623 11.3192 2.5656
H -1.4015 10.2838 3.1170
H -3.3005 11.3885 3.2645
H -3.5663 12.8359 2.2743
H -2.3105 12.8511 3.5315
```

Structure (SMILES): CC[C@@H](C)[C@@](C#N)(COCOCCO)[C@H](C#N)[C@@H](Cl)CC.COCCOCCOC.COCCOCCOC.COCCOCCOC
Total energy, Eh: -2769.9003
LUMO energy, eV: 0.67
E_HOMO, eV: -9.20



Record 4
DFT (ωB97M-V/def2-TZVPD) results for a 4-piece molecular cluster, C23H22O15P2 overall at a distorted geometry.

```
62
C23H22O15P2 (ωB97M-V/def2-TZVPD)
O -1.4818 1.2270 -6.5656
C -2.3225 0.7783 -5.8144
C -2.2261 0.8556 -4.3612
C -3.1896 0.3213 -3.6072
O -3.1782 0.3502 -2.2707
C -4.3824 -0.3674 -4.2041
O -5.2015 -0.8405 -3.4400
C -4.4914 -0.4257 -5.6507
C -3.5295 0.1112 -6.4137
O -3.5677 0.0941 -7.7384
H -1.3623 1.3517 -3.9428
H -3.9979 -0.1123 -1.9946
H -5.3622 -0.9094 -6.0694
H -2.7556 0.5434 -8.0404
O 3.4300 -4.4075 -0.3598
C 4.0673 -5.3391 0.0966
C 3.6502 -6.1102 1.2526
C 4.4227 -7.1109 1.6971
O 4.1030 -7.8566 2.7449
C 5.7257 -7.4648 1.0323
O 6.3779 -8.3746 1.5066
C 6.1307 -6.7056 -0.1385
C 5.3566 -5.7076 -0.5841
O 5.6647 -4.9754 -1.6464
H 2.7141 -5.8456 1.7235
H 4.8301 -8.4996 2.8501
H 7.0599 -6.9780 -0.6183
H 4.9423 -4.3264 -1.7468
O -3.7329 5.3434 6.8578
C -3.3419 5.2063 5.7126
C -3.2444 3.9272 5.0386
C -2.7863 3.8633 3.7776
O -2.6794 2.7180 3.1215
C -2.3616 5.1042 3.0277
O -1.9420 4.9846 1.8929
C -2.4823 6.3885 3.7018
C -2.9418 6.4432 4.9578
O -3.0784 7.5807 5.6285
H -3.5496 3.0473 5.5865
H -2.3184 2.9346 2.2377
H -2.1918 7.2726 3.1523
H -3.4256 7.3314 6.5065
C 1.4797 -2.0516 0.3725
C 2.0817 -0.8148 0.3330
P 1.6583 0.3641 -0.9700
C 2.5983 1.9141 -0.7999
C 3.4847 2.0948 0.1964
C -0.1476 0.7780 -0.9830
P -0.8615 1.2145 0.6145
O -0.4054 0.4079 1.7478
O -0.6915 2.7697 0.9129
O -2.4478 1.0250 0.4537
H 2.0226 -2.9425 0.0751
H 0.4277 -2.0868 0.6488
H 2.7823 -0.4550 1.0797
H 2.5047 2.7183 -1.5224
H 3.7129 3.0697 0.6031
H 4.0101 1.2299 0.5777
H -0.6768 -0.0963 -1.3543
H -0.3542 1.5950 -1.6734
H -0.0060 2.8951 1.5787
H -2.6584 0.7532 -0.4503
```

Structure (SMILES): O=C1C=C(O)C(=O)C=C1O.O=C1C=C(O)C(=O)C=C1O.O=C1C=C(O)C(=O)C=C1O.C=CP(C=C)CP(=O)(O)O
Total energy, Eh: -2700.8539
LUMO energy, eV: -1.93
E_HOMO, eV: -7.09
Energy above the lowest of the compared OMol25 structures with the same formula, charge and spin, kJ/mol: 0.00



Record 5
DFT (ωB97M-V/def2-TZVPD) results for one molecule with the formula C4H6N2O3 at a distorted geometry.

```
15
C4H6N2O3 (ωB97M-V/def2-TZVPD)
C -1.6542 1.4107 0.1892
C -2.3179 0.3239 -0.1694
O -1.9545 -1.0407 -0.0396
C -0.6697 -1.3862 -0.0244
N 0.3515 -0.6135 -0.0421
O 1.5195 -1.3553 -0.0626
C 2.6423 -0.6239 0.0505
N 2.9189 0.6323 -0.0696
O 1.6879 1.4175 -0.1279
H -2.3157 2.2337 0.0021
H -0.7011 1.5998 0.6289
H -3.2970 0.3199 -0.6067
H -0.5923 -2.4014 0.4051
H 3.4809 -1.2874 0.1033
H 0.9013 0.7706 -0.2369
```

Structure (SMILES): C=CO/C=N/O/C=N\O
Total energy, Eh: -491.0515
LUMO energy, eV: 0.62
E_HOMO, eV: -8.98
Energy above the lowest of the compared OMol25 structures with the same formula, charge and spin, kJ/mol: 654.95



What is the total energy in the fifth record?
-491.0515 Eh